# 1
# C5H5Cl

One molecule with the formula C5H5Cl (ωB97M-V/def2-TZVPD, OMol25).

The geometry in ORCA input format:
```
! wB97M-V def2-TZVPD RIJCOSX def2/J DEFGRID3
* xyz 0 1
H -3.733 0.153 0.905
H 2.394 1.788 -0.010
C 1.322 1.678 -0.008
C 0.758 0.483 0.001
H 0.686 2.572 0.022
C -0.655 0.251 -0.005
C -3.264 -0.261 0.002
H -3.422 -1.308 -0.087
Cl 1.757 -0.962 0.003
C -1.838 0.009 0.003
H -3.742 0.196 -0.834
*
```

Atomic partial charges in e from the Löwdin method, atoms 1 to 5: 0.09 0.06 -0.02 -0.76 0.08



# 2
# C5H5Cl

One molecule with the formula C5H5Cl (ωB97M-V/def2-TZVPD, OMol25).

The geometry in ORCA input format:
```
! wB97M-V def2-TZVPD RIJCOSX def2/J DEFGRID3
* xyz 0 1
C -0.783 0.958 0.102
C 0.310 -1.175 -0.086
Cl 3.067 0.015 0.073
C 1.213 -0.192 -0.110
H -1.555 -0.785 -0.790
C 0.514 1.180 0.004
H 0.266 -2.218 -0.027
C -0.883 -0.576 0.106
H -1.513 1.716 0.096
H 0.867 2.267 -0.309
H -1.503 -1.191 0.941
*
```

Atomic partial charges in e from the Löwdin method, atoms 1 to 5: -0.08 -0.17 0.49 -0.51 0.15



# 3
# C5H5Cl

One molecule with the formula C5H5Cl (ωB97M-V/def2-TZVPD, OMol25).

The geometry in ORCA input format:
```
! wB97M-V def2-TZVPD RIJCOSX def2/J DEFGRID3
* xyz 0 1
C -0.183 2.094 0.115
H 0.872 -2.082 0.750
C 0.928 1.204 0.157
H -0.540 -1.171 0.141
H -0.707 2.139 -0.751
Cl 3.112 -0.235 -0.085
H -0.907 2.184 0.976
C 0.637 -1.300 -0.046
H 0.848 -1.729 -1.124
C 1.226 2.746 -0.031
C 1.398 -0.003 0.064
*
```

Atomic partial charges in e from the Löwdin method, atoms 1 to 5: -0.21 0.09 -0.36 0.12 0.06



# 4
# C5H5ClF2

One molecule with the formula C5H5ClF2 (ωB97M-V/def2-TZVPD, OMol25).

The geometry in ORCA input format:
```
! wB97M-V def2-TZVPD RIJCOSX def2/J DEFGRID3
* xyz 0 1
H -1.622 0.021 1.472
C 0.891 0.945 -0.199
H 0.183 -1.511 1.062
H -0.508 2.314 0.753
C 0.943 -0.491 -0.636
C -0.222 -1.084 0.153
C -0.216 1.283 0.424
H 0.864 -0.594 -1.714
F 2.150 -1.081 -0.273
C -1.121 0.099 0.513
F 1.920 1.741 -0.505
Cl -2.506 0.262 -0.657
H -0.757 -1.903 -0.396
*
```

Atomic partial charges in e from the Löwdin method, atoms 1 to 5: 0.09 -0.24 0.12 0.14 -0.25



# 5
# C5H5ClF2N

An isolated ion of composition C5H5ClF2N and charge +1 (ωB97M-V/def2-TZVPD, OMol25).

The geometry in ORCA input format:
```
! wB97M-V def2-TZVPD RIJCOSX def2/J DEFGRID3
* xyz 1 1
H 0.452 0.133 -1.506
C 0.372 -0.045 -0.421
H -0.426 1.315 1.115
H 1.782 -0.162 1.248
F 0.323 -2.455 -0.239
H 2.220 0.995 -0.026
H 2.413 -0.730 -0.290
C -0.706 0.939 0.112
F -0.910 2.023 -0.668
Cl -3.476 0.545 0.310
C -1.943 0.078 0.210
N -1.569 -1.316 0.150
C -0.312 -1.345 -0.171
C 1.780 0.023 0.176
*
```

Atomic partial charges in e from the Löwdin method, atoms 1 to 5: 0.19 -0.18 0.20 0.10 0.26



# 6
# C5H5ClN2O2

A 2-piece molecular cluster, C5H5ClN2O2 overall (ωB97M-V/def2-TZVPD, OMol25).

The geometry in ORCA input format:
```
! wB97M-V def2-TZVPD RIJCOSX def2/J DEFGRID3
* xyz 0 1
C 2.647 0.487 -1.154
Cl -2.629 0.707 2.271
O -0.133 -1.973 1.622
N 0.665 -1.148 1.217
C 2.397 0.322 0.145
C 1.407 -0.523 0.608
H 2.002 0.091 -1.861
H 3.610 0.806 -1.655
C -1.517 0.845 0.872
O -0.475 1.466 0.840
H 3.038 0.624 0.863
H -3.321 0.151 -1.800
H -2.917 -1.454 -1.045
C -2.707 -0.386 -0.966
N -2.067 -0.014 0.041
*
```

Atomic partial charges in e from the Löwdin method, atoms 1 to 5: 0.05 0.65 -0.01 -0.10 -0.14



# 7
# C5H5ClN4

An isolated ion of composition C5H5ClN4 and charge +2 (ωB97M-V/def2-TZVPD, OMol25).

The geometry in ORCA input format:
```
! wB97M-V def2-TZVPD RIJCOSX def2/J DEFGRID3
* xyz 2 3
H -1.847 -1.209 1.113
N 0.881 -0.089 0.061
H 2.034 1.509 0.131
C 1.949 0.532 -0.242
N -1.423 -0.684 0.403
C -1.712 1.365 -1.847
H -3.390 -0.822 -0.016
C -2.470 -0.241 -0.326
N 3.034 0.022 -0.759
H -3.703 0.745 -1.560
C 3.836 -0.550 -1.360
Cl -2.055 2.485 -2.983
H 4.615 -1.174 -1.705
N -2.672 0.676 -1.245
C -0.082 -0.498 0.611
*
```

Atomic partial charges in e from the Löwdin method, atoms 1 to 5: 0.14 0.16 0.15 -0.14 0.13



# 8
# C5H5ClN4S

One molecule with the formula C5H5ClN4S (ωB97M-V/def2-TZVPD, OMol25).

The geometry in ORCA input format:
```
! wB97M-V def2-TZVPD RIJCOSX def2/J DEFGRID3
* xyz 0 1
N 1.595 -0.054 -0.263
N 0.103 1.855 -2.708
C -1.164 -2.077 0.663
N -0.959 0.319 0.778
H 1.612 2.256 0.037
C 0.822 1.575 -0.263
H -0.705 -2.205 1.639
H -1.039 -0.720 -1.015
C -0.284 1.378 0.688
S 3.161 -0.012 -0.382
C -0.604 -0.825 -0.006
Cl -0.602 2.670 1.774
C 0.429 1.736 -1.616
N 0.812 -0.994 -0.170
H -0.944 -2.949 0.058
H -2.232 -1.955 0.785
*
```

Atomic partial charges in e from the Löwdin method, atoms 1 to 5: -0.65 0.20 -0.04 0.10 0.11



# 9
# C5H5ClO

A 2-piece molecular cluster, C5H5ClO overall (ωB97M-V/def2-TZVPD, OMol25).

The geometry in ORCA input format:
```
! wB97M-V def2-TZVPD RIJCOSX def2/J DEFGRID3
* xyz 0 1
H -2.949 0.272 0.426
C 2.857 -0.103 0.472
C 0.540 -0.022 -0.253
H -1.069 1.560 -0.803
H -0.340 -1.409 -2.011
C -0.832 0.501 -0.498
H -1.617 0.989 1.410
C -0.113 -0.620 -1.165
O 3.225 0.287 1.521
Cl 3.720 -0.769 -0.781
H -1.574 -0.869 1.019
C -1.848 0.182 0.664
*
```

Atomic partial charges in e from the Löwdin method, atoms 1 to 5: 0.07 -0.72 -0.02 0.12 0.14



# 10
# C5H5ClOS

One molecule with the formula C5H5ClOS (ωB97M-V/def2-TZVPD, OMol25).

The geometry in ORCA input format:
```
! wB97M-V def2-TZVPD RIJCOSX def2/J DEFGRID3
* xyz 0 1
C 1.093 0.189 0.965
H 0.488 0.385 2.908
C 0.094 0.762 1.785
C 1.096 0.135 -0.602
H -0.809 1.221 1.571
O -1.032 1.608 -0.662
H -0.913 -1.497 -0.547
H -2.260 -0.557 -1.272
S 2.184 -0.637 -1.640
C -1.208 -0.758 -1.188
C -0.421 0.472 -0.852
H -0.944 -1.066 -2.273
Cl 2.631 -0.258 1.807
*
```

Atomic partial charges in e from the Löwdin method, atoms 1 to 5: -0.66 0.12 0.05 -0.65 0.03



# 11
# C5H5F

One molecule with the formula C5H5F (ωB97M-V/def2-TZVPD, OMol25).

The geometry in ORCA input format:
```
! wB97M-V def2-TZVPD RIJCOSX def2/J DEFGRID3
* xyz 0 3
H 1.987 0.810 -0.359
H -1.408 -1.508 0.899
H 1.558 -0.556 -1.282
F -2.173 1.292 0.313
C -0.441 -1.261 0.345
H -0.376 -1.880 -0.574
C -0.223 0.177 -0.141
C -0.817 1.354 0.095
H -0.265 2.316 0.023
C 1.269 -0.002 -0.261
C 0.889 -0.741 0.943
*
```

Atomic partial charges in e from the Löwdin method, atoms 1 to 5: 0.10 0.13 0.15 -0.02 -0.09



# 12
# C5H5F3

One molecule with the formula C5H5F3 (ωB97M-V/def2-TZVPD, OMol25).

The geometry in ORCA input format:
```
! wB97M-V def2-TZVPD RIJCOSX def2/J DEFGRID3
* xyz 0 1
F -0.171 0.487 -2.852
C 1.760 -0.861 1.377
H -1.413 0.674 1.109
C 0.527 -0.210 0.714
H 2.035 -1.607 0.667
C -0.281 0.216 -1.533
F -0.449 -0.063 2.768
F -1.561 0.142 -1.285
C 0.720 0.178 -0.710
H 1.507 -1.288 2.330
H 1.705 0.397 -1.019
C -0.516 0.150 1.458
H 2.542 -0.118 1.402
*
```

Atomic partial charges in e from the Löwdin method, atoms 1 to 5: 0.10 -0.02 0.13 -0.24 0.07



# 13
# C5H5FLiO4Rb

C5H5FLiO4Rb as an isolated structure (ωB97M-V/def2-TZVPD, OMol25).

The geometry in ORCA input format:
```
! wB97M-V def2-TZVPD RIJCOSX def2/J DEFGRID3
* xyz 1 2
H -0.450 -0.062 -2.546
Rb 0.070 -1.098 1.919
O -3.027 1.532 -0.162
Li 3.558 0.893 1.341
O -2.178 2.288 -2.127
H -1.029 2.277 -3.890
C -0.331 0.956 -2.154
C 2.503 -2.002 -0.894
H 2.855 -2.651 -1.691
C -2.143 1.647 -0.952
O -0.985 0.961 -0.879
H 1.009 0.735 -1.963
F 1.518 -2.573 -0.100
H 3.009 -0.250 -1.765
C 2.570 -0.617 -0.822
C -1.021 2.032 -2.833
O 2.417 -0.107 0.410
*
```

Atomic partial charges in e from the Löwdin method, atoms 1 to 5: 0.12 1.00 0.18 0.83 0.12



# 14
# C5H5FO

A 2-piece molecular cluster, C5H5FO overall (ωB97M-V/def2-TZVPD, OMol25).

The geometry in ORCA input format:
```
! wB97M-V def2-TZVPD RIJCOSX def2/J DEFGRID3
* xyz 0 1
C 0.963 1.600 0.960
C 0.277 -1.203 -0.363
H -3.005 -1.463 -0.941
C -2.271 -0.831 -0.568
C 1.673 1.124 -0.019
O 2.354 0.885 -0.927
C -1.025 -1.216 -0.469
F 0.932 -1.364 0.830
H 0.359 0.869 1.473
H 1.247 2.393 1.568
H 0.913 -0.973 -1.122
H -2.418 0.180 -0.420
*
```

Atomic partial charges in e from the Löwdin method, atoms 1 to 5: 0.02 -0.17 0.04 0.05 -0.30



# 15
# C5H5FO4Sm

C5H5FO4Sm as an isolated structure (ωB97M-V/def2-TZVPD, OMol25).

The geometry in ORCA input format:
```
! wB97M-V def2-TZVPD RIJCOSX def2/J DEFGRID3
* xyz 2 7
C -0.021 3.367 -0.918
H -1.851 0.620 -2.128
H -3.275 -1.997 -1.043
O -3.806 1.227 -1.540
C -3.471 -0.934 -1.110
Sm -2.789 4.093 1.098
C -3.070 0.111 -2.070
O -3.970 1.875 0.586
O -0.891 4.077 -0.270
H 0.029 2.203 -2.642
O -4.069 -0.285 -0.035
C -0.236 2.177 -1.582
H 1.022 3.712 -0.822
C -4.075 1.007 -0.273
F -3.587 -0.087 -3.328
H -0.263 1.292 -0.938
*
```

Atomic partial charges in e from the Löwdin method, atoms 1 to 5: -0.18 0.20 0.16 0.13 0.12



# 16
# C5H5FO4V

C5H5FO4V as an isolated structure (ωB97M-V/def2-TZVPD, OMol25).

The geometry in ORCA input format:
```
! wB97M-V def2-TZVPD RIJCOSX def2/J DEFGRID3
* xyz 1 5
H 0.348 0.501 0.946
C -0.619 1.195 0.257
H -0.120 2.163 0.340
C 2.101 -1.965 1.082
O -3.949 0.529 0.152
O -2.165 0.285 -1.188
O -0.020 -0.292 -1.621
H 3.092 -2.428 1.181
C -0.767 0.661 -1.166
C -2.790 0.702 -0.086
H 1.232 -2.631 1.140
H 2.781 0.083 0.804
V 1.498 -1.101 -1.387
O -1.916 1.227 0.789
C 1.982 -0.668 0.812
F -0.688 1.740 -2.055
*
```

Atomic partial charges in e from the Löwdin method, atoms 1 to 5: 0.18 -0.02 0.15 -0.03 0.21



# 17
# C5H5FOS

One molecule with the formula C5H5FOS (ωB97M-V/def2-TZVPD, OMol25).

The geometry in ORCA input format:
```
! wB97M-V def2-TZVPD RIJCOSX def2/J DEFGRID3
* xyz 0 1
F 0.397 -1.946 0.339
H -2.434 0.792 -1.229
H -3.319 0.513 0.394
C 0.111 1.641 -0.122
H 0.694 2.482 -0.603
C 0.622 0.266 -0.159
S 2.240 0.059 -0.200
C -2.701 0.013 -0.448
H -1.843 -1.785 0.434
C -0.307 -0.859 0.101
C -1.581 -0.875 -0.013
H -3.442 -0.606 -0.985
O -0.741 1.757 0.748
*
```

Atomic partial charges in e from the Löwdin method, atoms 1 to 5: 0.05 0.09 0.12 -0.27 0.13



# 18
# C5H5N

One molecule with the formula C5H5N (ωB97M-V/def2-TZVPD, OMol25).

The geometry in ORCA input format:
```
! wB97M-V def2-TZVPD RIJCOSX def2/J DEFGRID3
* xyz 0 1
C 0.190 -1.605 0.579
H 0.042 1.349 0.665
H 1.230 -2.648 1.857
C 0.701 -0.867 -0.574
C -0.754 -0.806 0.006
C -0.308 0.257 -0.940
N 0.359 -2.318 1.564
H 0.561 2.301 -0.582
H -1.118 2.268 -0.375
C -0.226 1.661 -0.296
H -0.677 0.407 -1.905
*
```

Atomic partial charges in e from the Löwdin method, atoms 1 to 5: -0.48 0.05 0.04 0.19 0.12



# 19
# C5H5N

One molecule with the formula C5H5N (ωB97M-V/def2-TZVPD, OMol25).

The geometry in ORCA input format:
```
! wB97M-V def2-TZVPD RIJCOSX def2/J DEFGRID3
* xyz 0 1
H 1.000 -1.552 1.297
H -0.268 -0.419 -1.282
C -0.454 -0.678 -0.249
C -1.678 0.196 0.037
C -2.601 0.962 0.121
H -3.459 1.627 0.473
N 2.538 1.019 -0.086
H 3.014 1.337 -0.851
C 1.770 0.110 0.060
H -0.808 -1.738 -0.006
C 0.945 -0.864 0.487
*
```

Atomic partial charges in e from the Löwdin method, atoms 1 to 5: 0.08 0.09 -0.21 -0.15 0.05



# 20
# C5H5N

One molecule with the formula C5H5N (ωB97M-V/def2-TZVPD, OMol25).

The geometry in ORCA input format:
```
! wB97M-V def2-TZVPD RIJCOSX def2/J DEFGRID3
* xyz 0 1
C 1.094 0.652 -0.149
H -0.360 2.241 -0.033
N 0.254 -1.571 0.079
C -0.978 -1.069 -0.001
H -1.760 -1.775 -0.269
H -2.264 0.636 0.350
C 1.270 -0.710 0.081
H 1.927 1.270 -0.469
H 2.259 -1.130 0.258
C -0.189 1.169 0.000
C -1.253 0.288 0.154
*
```

Atomic partial charges in e from the Löwdin method, atoms 1 to 5: -0.08 0.11 0.05 -0.16 0.10



Number 1: DFT total energy -17786.21752 eV. Number 2: DFT total energy -17785.64706 eV. Number 3: DFT total energy -17782.39722 eV. Number 4: DFT total energy -23223.01466 eV. Number 5: DFT total energy -24704.63033 eV. Number 6: DFT total energy -24858.15251 eV. Number 7: DFT total energy -23723.12707 eV. Number 8: DFT total energy -34580.67623 eV. Number 9: DFT total energy -19829.41610 eV. Number 10: DFT total energy -30667.56102 eV. Number 11: DFT total energy -7976.47663 eV. Number 12: DFT total energy -13416.92777 eV. Number 13: DFT total energy -17025.24049 eV. Number 14: DFT total energy -10027.04589 eV. Number 15: DFT total energy -34054.17594 eV. Number 16: DFT total energy -41848.37517 eV. Number 17: DFT total energy -20863.57058 eV. Number 18: DFT total energy -6749.89326 eV. Number 19: DFT total energy -6751.29876 eV. Number 20: DFT total energy -6755.61899 eV.